Here is a gas-phase ion, C8H8NO2 (charge +1) from OMol25. Energies are from ωB97M-V/def2-TZVPD.

Geometry as ORCA input:
```
! RIJCOSX wB97M-V def2-TZVPD def2/J DEFGRID3
* xyz 1 1
C 0.7897 0.8481 -2.8351
C -0.6790 0.6257 -2.8307
C 1.5114 0.7651 -1.7064
C -1.2879 0.3217 -1.6609
C 0.8773 0.4955 -0.5066
C -0.5777 0.1183 -0.4957
C -0.3705 -1.5616 3.1950
C 0.3313 0.0074 1.5878
N 1.3202 0.3906 0.7368
O -0.9613 -0.1880 0.6180
O 0.6630 -1.0129 2.3417
H 1.2236 1.1785 -3.7235
H -1.2940 0.8566 -3.7383
H 2.6229 1.0421 -1.5564
H -2.3639 0.3293 -1.6461
H -0.5583 -2.5436 2.7732
H -1.2653 -1.0202 3.0384
H -0.0599 0.8060 2.1027
H 0.0784 -1.4585 4.3062
*
```

orbital gap: 7.703 eV
ΔE to the lowest compared entry with this formula, charge and spin: 23.3 kcal per mole